12
Properties=species:S:1:pos:R:3:forces:R:3 method="wB97M-V/def2-TZVPD" homo_lumo_gap_ev=5.213 e_homo_ev=-3.19 total_charge=-1 e_above_lowest_kj_mol=620.67
C 1.840 -0.258 -0.658 1.48 -1.30 -0.91
C -0.414 -0.646 0.764 2.77 -0.88 1.37
C -1.471 0.158 0.198 -1.13 1.01 -0.97
O -2.286 -0.477 -0.534 0.32 0.39 0.35
O -1.460 1.369 0.544 -0.20 -0.23 -0.23
N 3.245 -0.003 -0.306 -0.74 0.08 -1.35
H 1.257 0.508 -1.145 -0.16 0.39 0.24
H 1.820 -0.403 0.446 -1.96 -0.11 0.78
H -0.485 -1.729 0.724 0.15 0.06 -0.29
H 0.249 -0.258 1.544 -0.80 0.02 0.03
H 3.402 0.933 -0.685 0.15 0.25 0.56
H 1.665 -1.217 -1.182 0.14 0.33 0.42

12
Properties=species:S:1:pos:R:3:forces:R:3 method="wB97M-V/def2-TZVPD" homo_lumo_gap_ev="11.662 / 8.123" e_homo_ev="-14.77 / -17.36" total_charge=+1 e_above_lowest_kj_mol=135.85 spin_multiplicity=3
C -3.428 -0.704 -0.115 3.17 -0.99 -0.10
C 0.037 1.313 -0.428 1.89 0.95 0.89
C -0.331 -1.002 0.454 0.75 -5.52 0.33
N -0.671 0.334 0.500 5.31 1.80 -4.00
O -4.475 -0.391 -0.104 -3.54 0.98 0.01
O -1.466 0.794 1.244 -3.97 2.30 3.95
H 0.072 0.948 -1.471 0.09 -0.36 0.83
H -0.386 2.308 -0.444 -0.88 -0.08 0.26
H 1.033 1.507 0.112 -1.08 -0.73 -1.21
H -0.365 -1.629 1.424 -0.03 1.72 -0.98
H -1.292 -1.240 -0.031 0.60 -1.80 -0.66
H 0.673 -1.376 -0.058 -2.31 1.72 0.67

13
Properties=species:S:1:pos:R:3:forces:R:3 method="wB97M-V/def2-TZVPD" homo_lumo_gap_ev="5.842 / 6.544" e_homo_ev="-2.60 / -3.08" total_charge=-1 e_above_lowest_kj_mol=717.17
C 0.624 0.648 0.367 -0.74 -1.91 1.43
C -0.291 0.009 1.463 -0.22 -1.59 -0.66
C -0.164 1.029 -1.745 -1.24 0.14 -1.51
N 0.066 0.141 -0.878 0.66 0.03 0.58
O -0.257 -1.183 -1.002 0.05 1.22 -2.01
O -0.684 1.496 -2.684 0.60 -0.11 0.33
S -0.164 -1.897 1.604 0.46 0.78 2.21
H 0.525 1.702 0.243 -0.16 1.03 0.67
H 1.717 0.520 0.387 -0.38 -0.68 0.44
H -0.111 0.293 2.507 -0.05 0.42 -0.52
H -1.380 0.087 1.165 1.34 0.60 0.46
H 1.102 3.121 -0.218 -0.21 0.11 -0.71
H -0.368 -2.132 0.330 -0.10 -0.03 -0.73